Computed, not measured: a structure of composition C38H33IrNO4S2 at a distorted geometry, with the ωB97M-V functional and the def2-TZVPD basis.

Geometry as XYZ:
```
79
Properties=species:S:1:pos:R:3:forces:R:3
Ir -0.085573 -0.116513 0.442011 -1.11 0.16 -1.38
O -1.716091 1.158363 0.884192 -0.61 0.76 0.04
S -2.558158 2.378837 0.434880 0.49 -0.26 0.33
C -4.237933 1.751406 0.158850 -0.02 -0.25 0.09
C -4.252141 0.300114 -0.297190 -0.08 0.04 -0.03
C -4.184545 -0.697345 0.858883 -0.11 0.00 0.03
C -4.060207 -2.128030 0.349550 -0.07 0.44 -0.09
S -2.338832 -2.567916 -0.027768 0.41 -0.01 -0.16
O -1.635628 -1.205377 -0.339004 -0.38 -0.14 0.00
C -1.868227 -3.065599 1.609784 0.18 -0.05 0.07
C -1.299538 -2.202625 2.528471 -0.06 0.05 0.10
C -0.954338 -2.673488 3.787666 -0.02 -0.04 -0.04
C -1.196749 -3.999140 4.116965 -0.03 0.00 0.01
C -1.791880 -4.852991 3.196588 0.00 0.00 0.02
C -2.124710 -4.392791 1.932704 0.09 -0.04 -0.09
C -2.168390 2.768523 -1.251677 -0.01 -0.14 -0.16
C -2.490593 4.060225 -1.651046 0.06 0.01 0.00
C -2.288045 4.427810 -2.972564 0.00 0.01 -0.01
C -1.760600 3.513130 -3.875530 -0.02 -0.01 0.02
C -1.439448 2.226852 -3.462261 0.01 0.01 0.02
C -1.643759 1.842160 -2.142995 -0.07 0.05 -0.07
H -4.633852 2.428816 -0.598227 -0.05 0.02 0.04
H -4.792447 1.911248 1.085052 0.07 -0.03 0.03
H -3.426236 0.142866 -0.988348 -0.05 -0.09 -0.06
H -5.171923 0.119253 -0.858110 -0.01 0.07 0.00
H -5.093722 -0.604553 1.456371 -0.02 -0.10 0.00
H -3.349991 -0.477632 1.523830 -0.03 0.09 0.02
H -4.631805 -2.288607 -0.566518 0.06 0.01 -0.01
H -4.369238 -2.871555 1.083527 0.00 -0.02 -0.01
H -1.160734 -1.147892 2.310147 -0.02 0.05 0.02
H -0.510608 -2.004069 4.512191 0.00 0.00 -0.01
H -0.929200 -4.366976 5.098216 0.00 0.00 -0.01
H -1.988599 -5.883388 3.459323 0.01 0.00 -0.01
H -2.565794 -5.063661 1.203993 0.04 0.00 0.00
H -2.892288 4.773680 -0.939541 0.01 -0.01 0.00
H -2.540503 5.428413 -3.296184 0.00 0.00 0.00
H -1.610171 3.801390 -4.907197 0.01 0.00 0.01
H -1.045822 1.512370 -4.173685 0.00 0.01 0.00
H -1.415377 0.832149 -1.831183 -0.04 -0.02 0.02
O 0.163799 -3.506671 -1.020373 -0.34 -0.04 -0.15
C 1.103678 -2.912488 -0.584792 0.21 0.55 0.27
N 1.063607 -1.654965 0.109349 1.37 -0.39 0.06
C 2.324470 -1.377100 0.575612 0.31 0.54 1.01
O 2.495058 -0.373542 1.272354 0.20 -0.48 -0.31
C 3.285680 -2.398411 0.128955 -0.11 0.10 -0.10
C 4.653173 -2.507448 0.274486 0.04 -0.03 0.02
C 5.268572 -3.590352 -0.350532 -0.08 -0.01 0.01
C 4.524556 -4.520308 -1.074745 -0.01 0.02 0.00
C 3.140161 -4.405305 -1.199160 0.06 -0.12 -0.01
C 2.546254 -3.323276 -0.589830 -0.20 -0.02 -0.09
H 5.221737 -1.788737 0.849896 -0.02 0.01 -0.02
H 6.340188 -3.714668 -0.270985 -0.01 -0.01 0.00
H 5.032678 -5.346378 -1.554126 0.00 0.00 0.03
H 2.558293 -5.130479 -1.752344 0.01 0.02 -0.01
C 5.985893 1.908321 -1.455418 -0.01 0.04 0.04
C 5.254411 2.435668 -0.387431 -0.03 -0.02 -0.02
C 3.900879 2.207292 -0.300650 0.04 0.07 0.12
C 3.255861 1.445774 -1.297325 -0.10 0.06 -0.14
C 4.011011 0.915891 -2.366565 0.10 0.00 -0.02
C 5.365441 1.152745 -2.446168 -0.03 -0.04 -0.02
C 1.871940 1.128274 -1.279120 -0.17 0.12 -0.70
C 0.957973 1.412533 -0.304900 -0.66 -1.01 1.58
C 0.773780 2.415785 0.729971 0.26 0.68 0.44
C 0.874792 2.067060 2.096404 0.09 0.23 -0.12
C 0.495999 2.963766 3.090807 0.09 -0.23 -0.09
C 0.026420 4.216591 2.756139 -0.11 0.19 -0.01
C -0.029972 4.606742 1.418479 0.08 0.02 0.10
C 0.331957 3.724112 0.428430 0.27 -0.31 -0.65
H 7.051913 2.088371 -1.511853 -0.01 0.01 0.00
H 5.755090 3.016230 0.374905 0.00 0.00 -0.01
H 3.338380 2.602218 0.536123 0.02 -0.05 -0.06
H 3.514699 0.323389 -3.125859 0.00 0.01 0.01
H 5.941992 0.755470 -3.269919 0.00 0.00 0.01
H 1.518550 0.513458 -2.104935 0.03 -0.10 0.10
H 1.349239 1.147176 2.381922 0.09 -0.35 0.03
H 0.611182 2.687066 4.130010 -0.04 -0.04 -0.01
H -0.277591 4.907698 3.531853 0.06 0.01 -0.01
H -0.334084 5.612407 1.159943 -0.06 -0.03 -0.02
H 0.273377 4.020713 -0.612495 0.02 0.03 0.03
```
Forces are in eV/Å.

Summary:
Net charge: +2
⟨S²⟩: 0.85
2S+1: 2
HOMO level (spin up / spin down): -13.9168 / -13.7719 eV
M: 824.036 g mol⁻¹
Total energy: -2723.624060 hartree
ΔE to the lowest compared entry with this formula, charge and spin: 21.7 kcal per mole